Below is a structure of composition C6H14 at a distorted geometry, with properties calculated with the ωB97M-V functional and the def2-TZVPD basis.

```
! RIJCOSX wB97M-V def2-TZVPD def2/J DEFGRID3
* xyz 0 1
C 2.84 0.30 0.02
C 1.47 -0.33 -0.13
C 0.31 0.47 0.37
C -1.01 -0.31 0.35
C -2.10 0.52 1.01
C -1.43 -0.73 -1.06
H 2.92 1.36 0.28
H 2.44 0.15 -1.08
H 3.72 -0.31 0.24
H 1.23 -0.40 -1.47
H 1.50 -1.39 0.09
H 0.24 1.38 -0.24
H 0.52 0.81 1.40
H -0.85 -1.22 0.95
H -3.04 -0.03 1.05
H -1.82 0.80 2.04
H -2.28 1.45 0.45
H -2.40 -1.25 -1.02
H -1.55 0.14 -1.71
H -0.71 -1.40 -1.53
*
```

Properties
**HOMO-LUMO gap**: 9.58 eV
**HOMO**: -0.312 hartree
**Max |F|**: 0.0915 Eh/bohr
**Energy relative to the best compared isomer or geometry (same formula, charge and spin)**: 77.7 kcal/mol
**DFT total energy**: -236.8876 Eh
**Lowest unoccupied orbital energy**: 1.1037 eV

Here are the Mulliken charges for atoms 1 to 6, given in e: atom 1 (C): -1.005, atom 2 (C): -0.268, atom 3 (C): -0.890, atom 4 (C): 0.869, atom 5 (C): -1.541, atom 6 (C): -1.477


Below is the molecule C5H8N2S at a distorted geometry, with properties calculated with the ωB97M-V functional and the def2-TZVPD basis.

```
! RIJCOSX wB97M-V def2-TZVPD def2/J DEFGRID3
* xyz 0 1
C 0.79 0.85 -1.41
C 0.82 -0.52 -0.95
C 0.47 -0.74 0.45
C 1.09 -1.61 1.29
C -0.97 -0.38 0.56
H 2.26 2.61 -1.59
H 2.16 1.41 -0.09
H -0.80 0.84 -2.66
H 0.03 -0.86 -1.63
H 1.68 -1.09 -1.36
H 0.54 -1.88 2.32
H 1.94 -2.18 0.86
H -1.43 0.18 -0.32
N 1.92 1.55 -1.02
N 0.11 1.27 -2.38
S -2.11 -0.27 1.79
*
```

Properties
**Structure (SMILES)**: [H]/N=C(/N)CC(=C)C=S
**HOMO-LUMO gap**: 7.65 eV
**HOMO**: -0.322 hartree
**Max |F|**: 0.1125 Eh/bohr
**Energy relative to the best compared isomer or geometry (same formula, charge and spin)**: 94.7 kcal/mol
**DFT total energy**: -702.8790 Eh
**Lowest unoccupied orbital energy**: -1.1017 eV

Here are the Mulliken charges for atoms 1 to 6, given in e: atom 1 (C): 0.516, atom 2 (C): -0.832, atom 3 (C): 0.743, atom 4 (C): -0.640, atom 5 (C): -0.492, atom 6 (H): 0.320


The highest DFT total energy belongs to which entry?
C6H14